Entry from the Open Molecules 2025 dataset: C48H60FN2O3PS3Zn as an isolated structure (the ωB97M-V functional and the def2-TZVPD basis).

```
119
Properties=species:S:1:pos:R:3:forces:R:3:lowdin_charge:R:1
Zn 1.43089 -0.54174 1.06196 0.2 0.0 0.1 0.668
O -2.67904 -3.52841 2.95883 0.1 0.1 0.1 0.054
C -3.03692 -3.25248 1.69985 0.0 0.0 -0.1 -0.275
C -4.24367 -3.78588 1.24068 -0.1 0.0 0.0 -0.012
C -4.68071 -3.53305 -0.04398 0.0 0.0 -0.1 -0.081
C -3.92521 -2.73515 -0.90706 0.0 0.0 0.0 -0.091
C -2.73116 -2.20643 -0.45398 0.0 -0.1 0.0 -0.053
C -2.25903 -2.45424 0.83997 0.0 0.0 0.0 -0.090
C -0.97593 -1.83188 1.25948 0.2 0.0 -0.3 -0.459
O -0.34152 -1.12599 0.38745 -0.1 -0.3 0.2 -0.161
N -0.59741 -2.02431 2.50861 0.3 0.2 -0.1 0.005
N 0.60397 -1.36713 2.80780 -0.4 -0.2 -0.2 -0.113
C 0.84801 -1.22336 4.05158 -0.1 -0.2 -0.1 -0.885
S -0.24313 -1.82784 5.28744 0.0 0.0 0.0 0.960
C 0.63718 -1.01311 6.64520 0.0 0.0 0.0 -0.525
C 2.11424 -1.01671 6.31548 0.0 0.1 0.0 -0.524
S 2.30340 -0.42363 4.61576 -0.1 0.1 -0.1 0.950
H -1.82501 -3.04847 3.11372 0.0 -0.1 0.1 0.045
H -4.82087 -4.39843 1.92561 0.1 0.1 -0.1 0.119
H -5.62186 -3.95687 -0.37968 0.1 0.0 0.0 0.104
H -4.26881 -2.52833 -1.91565 0.0 0.0 0.1 0.098
H -2.13262 -1.57197 -1.09801 0.0 0.0 0.0 0.106
H 0.42134 -1.56751 7.55853 0.0 0.0 0.0 0.079
H 0.26164 0.00341 6.74298 0.0 0.0 0.0 0.076
H 2.53519 -2.01606 6.39257 0.0 -0.1 0.0 0.077
H 2.67471 -0.33677 6.95619 0.0 0.0 0.0 0.080
F 6.72560 2.30179 2.23173 0.0 0.0 0.0 0.039
C 5.55626 1.69222 1.92404 0.0 0.0 0.0 -0.298
C 4.38147 2.40400 2.04245 -0.2 0.0 0.0 -0.020
C 3.18890 1.76077 1.71814 0.1 -0.1 0.0 -0.160
C 3.14006 0.42986 1.28154 0.1 0.1 0.0 -0.259
C 4.36926 -0.23712 1.18561 0.0 0.0 0.0 -0.131
C 5.57988 0.38057 1.50059 -0.1 -0.1 -0.1 -0.025
H 4.40597 3.43258 2.38780 0.0 -0.1 0.0 0.113
H 2.26187 2.31784 1.82498 0.1 0.0 0.0 0.046
H 4.38952 -1.27723 0.86653 0.0 0.1 0.0 0.079
H 6.52771 -0.14271 1.42748 -0.1 0.0 0.0 0.113
O 2.21003 -2.42639 0.13234 0.0 -0.2 -0.1 -0.560
S 2.16943 -3.22881 -1.14207 0.2 0.0 0.1 0.999
C 0.44166 -3.69299 -1.43075 0.0 0.0 0.0 -0.263
C 0.27835 -4.76504 -2.47808 0.0 -0.1 0.0 -0.271
C 0.83896 -6.02646 -2.27926 0.1 0.0 0.0 -0.050
C 0.68258 -7.02784 -3.22665 0.0 0.0 0.0 -0.078
C -0.04482 -6.78202 -4.38468 0.0 0.0 0.0 -0.088
C -0.61682 -5.53270 -4.58514 0.0 0.0 0.0 -0.077
C -0.45463 -4.53180 -3.63613 -0.1 0.0 0.0 -0.050
C 2.39379 -1.97762 -2.43084 0.0 0.0 0.0 -0.267
C 2.17643 -2.48169 -3.82975 0.1 0.0 0.0 -0.277
C 2.93552 -3.53962 -4.33205 0.0 0.0 0.0 -0.043
C 2.71056 -4.02072 -5.61351 0.0 0.0 0.0 -0.069
C 1.73899 -3.43479 -6.41789 0.0 0.1 0.1 -0.086
C 0.99393 -2.36888 -5.93198 0.0 0.0 0.0 -0.081
C 1.20865 -1.90111 -4.64200 0.0 0.1 0.0 -0.059
H -0.12065 -2.78152 -1.63004 -0.1 0.0 0.0 0.084
H 0.15081 -4.06024 -0.44528 -0.1 0.0 0.1 0.107
H 1.40603 -6.22301 -1.37293 -0.1 0.0 -0.1 0.114
H 1.12514 -8.00384 -3.05883 0.0 0.1 0.0 0.104
H -0.17190 -7.56536 -5.12377 0.0 0.1 0.0 0.102
H -1.18793 -5.33291 -5.48602 0.0 0.0 0.1 0.107
H -0.90227 -3.55656 -3.79764 0.0 -0.1 0.0 0.113
H 3.41872 -1.64085 -2.26333 0.0 0.1 0.0 0.109
H 1.71363 -1.16547 -2.15901 0.0 0.0 -0.1 0.085
H 3.69518 -3.99943 -3.70667 0.0 0.0 -0.1 0.117
H 3.29735 -4.85154 -5.98789 0.0 0.0 0.0 0.107
H 1.56755 -3.80679 -7.42124 0.0 0.0 0.1 0.104
H 0.23676 -1.90406 -6.55427 0.1 0.0 0.0 0.107
H 0.61309 -1.07638 -4.26115 0.0 0.0 0.0 0.110
C -0.34627 6.19964 2.61406 0.0 -0.1 0.0 -0.200
C -0.79131 5.03498 3.52047 0.0 0.0 -0.1 -0.186
C -0.37657 3.67544 2.93463 0.0 0.2 -0.1 -0.212
C -0.48308 3.71296 1.39855 0.1 0.0 0.0 -0.442
C 0.63612 4.64472 0.87735 0.0 0.1 0.1 -0.194
C 0.91719 5.81429 1.84733 -0.1 -0.1 0.0 -0.190
P -0.39484 1.99212 0.70678 0.0 0.0 0.0 1.126
C -2.16446 1.41405 0.74133 -0.1 0.0 0.1 -0.415
C -3.28341 2.37275 0.24291 0.0 -0.1 0.1 -0.182
C -4.21456 2.80778 1.37720 0.1 -0.1 0.0 -0.202
C -4.93930 1.60001 1.99197 0.1 0.0 0.0 -0.185
C -4.00687 0.37094 2.08954 0.0 0.1 0.0 -0.174
C -2.54404 0.81630 2.11094 0.0 0.0 0.0 -0.205
C -0.09952 2.18243 -1.13066 0.0 0.1 0.0 -0.407
C -0.81093 3.33890 -1.89228 0.1 -0.1 0.0 -0.197
C 0.07462 3.96064 -2.97862 0.0 -0.1 0.0 -0.206
C 0.73045 2.86590 -3.81595 0.0 0.0 0.1 -0.189
C 1.66973 1.99808 -2.94544 -0.1 0.0 0.0 -0.176
C 1.40746 2.16634 -1.44284 -0.1 0.0 -0.1 -0.227
H -0.18199 7.10062 3.20573 0.0 0.0 0.0 0.104
H -1.13550 6.43938 1.89517 0.0 0.0 0.0 0.110
H -1.87682 5.06131 3.64782 0.0 0.0 0.0 0.103
H -0.35593 5.15009 4.51637 0.0 0.0 0.0 0.107
H -0.97367 2.88069 3.37409 -0.1 -0.1 0.0 0.085
H 0.66227 3.44905 3.19815 0.0 0.0 0.0 0.106
H -1.45943 4.13370 1.13137 0.0 0.1 0.0 0.100
H 0.36219 5.04669 -0.10244 0.0 -0.1 0.1 0.099
H 1.55933 4.07455 0.73620 -0.1 0.0 0.0 0.083
H 1.30947 6.66575 1.29022 0.0 0.0 0.0 0.107
H 1.69312 5.52943 2.56577 0.0 0.0 0.0 0.110
H -2.11251 0.56270 0.05881 0.0 0.0 -0.1 0.075
H -3.88567 1.84696 -0.50648 0.0 0.0 0.0 0.119
H -2.88060 3.25143 -0.25384 0.1 0.0 -0.1 0.074
H -4.93905 3.53328 1.00336 0.0 0.0 0.0 0.108
H -3.63137 3.32390 2.14873 0.0 0.0 -0.1 0.100
H -5.81417 1.35389 1.38502 0.0 0.0 0.0 0.105
H -5.31391 1.86738 2.98259 0.0 0.0 0.0 0.104
H -4.15732 -0.29435 1.23176 0.0 0.0 0.0 0.103
H -4.23850 -0.21677 2.97983 0.0 0.0 0.0 0.112
H -1.88310 -0.01561 2.35973 -0.1 0.2 0.0 0.083
H -2.42429 1.55390 2.90868 0.0 0.0 0.0 0.096
H -0.49592 1.22761 -1.50271 0.0 0.0 0.0 0.105
H -1.14193 4.12359 -1.21049 0.0 0.0 0.0 0.080
H -1.71242 2.94895 -2.37218 0.0 0.0 0.0 0.111
H 0.84942 4.58619 -2.52386 0.0 0.0 0.0 0.109
H -0.52918 4.61865 -3.60614 0.0 0.0 0.0 0.110
H 1.27734 3.29833 -4.65501 0.0 0.0 0.0 0.104
H -0.06243 2.24603 -4.24829 0.0 0.0 0.0 0.107
H 2.71335 2.24366 -3.15160 0.0 0.0 0.0 0.111
H 1.54642 0.94425 -3.21374 0.0 0.0 0.0 0.077
H 1.87331 3.09017 -1.09141 0.0 0.0 0.0 0.099
H 1.90077 1.36257 -0.89420 0.0 0.0 0.0 0.062
```
Forces are in eV/Å.

Results
Energy ... -5615.46283 a.u.
Multiplicity ... 1
Energy above the lowest of the compared OMol25 structures with the same formula, charge and spin ... 0.0 kcal per mole